Record 1
# CH4N2O2S

A cluster of 2 separate species, CH4N2O2S in total (ωB97M-V/def2-TZVPD, the OMol25 dataset).

Last column: Mulliken charge in e.
Geometry (Å):
C1 0.305 0.289 -0.165  -0.30
N1 -0.544 -0.644 -0.442  -0.09
N2 -0.159 1.203 0.720  -0.25
O1 -3.092 -0.974 1.199  -0.44
O2 -4.336 -2.843 0.483  -0.35
S1 -4.307 -1.759 1.452  0.69
H1 -1.410 -0.611 0.093  0.10
H2 -0.384 -1.416 -1.136  0.22
H3 -1.106 1.047 1.101  0.15
H4 0.583 1.479 1.286  0.28

Calculated total energy: -698.6082 Eh
Charge: 0
Frontier orbital gap: 5.54 eV
HOMO energy: -7.67 eV
LUMO energy: -2.14 eV
ΔE to the lowest compared entry with this formula, charge and spin: 176.1 kJ/mol
Strongest force on any atom: 4.2 eV/A


Record 2
# CH4N2O2S

A cluster of 2 separate species, CH4N2O2S in total (ωB97M-V/def2-TZVPD, the OMol25 dataset).

Last column: Mulliken charge in e.
Geometry (Å):
C1 -0.194 -1.889 2.329  -0.19
N1 0.712 -1.182 2.291  -0.15
N2 0.762 -0.074 -0.598  -0.59
O1 -1.748 0.479 -0.668  -0.42
O2 -0.291 1.754 -2.008  -0.49
S1 -0.450 0.117 -1.579  0.56
H1 -1.713 0.044 0.143  0.34
H2 1.317 -0.440 1.991  0.33
H3 0.266 2.064 -1.259  0.35
H4 1.339 -0.872 -0.643  0.26

Calculated total energy: -698.5753 Eh
Charge: 0
Frontier orbital gap: 11.19 eV
HOMO energy: -10.39 eV
LUMO energy: 0.80 eV
ΔE to the lowest compared entry with this formula, charge and spin: 262.6 kJ/mol
Strongest force on any atom: 3.0 eV/A


Record 3
# CH4N2O3

An isolated molecule of CH4N2O3 (ωB97M-V/def2-TZVPD, the OMol25 dataset).

Last column: Mulliken charge in e.
Geometry (Å):
C1 0.111 0.665 0.389  0.50
N1 0.140 0.849 -1.326  -0.26
N2 -0.133 -0.625 0.697  -0.01
O1 0.637 1.544 1.027  -0.52
O2 -0.241 -0.334 -1.992  -0.46
O3 -0.173 -0.929 2.042  -0.42
H1 1.110 1.019 -1.535  0.26
H2 -0.871 -1.217 0.378  0.25
H3 -1.179 -0.507 -2.114  0.34
H4 0.598 -0.463 2.434  0.33

Calculated total energy: -375.5872 Eh
Charge: 0
SMILES: O=C(NO)NO
Frontier orbital gap: 9.88 eV
HOMO energy: -9.30 eV
LUMO energy: 0.57 eV
ΔE to the lowest compared entry with this formula, charge and spin: 210.3 kJ/mol
Strongest force on any atom: 5.2 eV/A


Record 4
# CH4N2O3S

A cluster of 2 separate species, CH4N2O3S in total (ωB97M-V/def2-TZVPD, the OMol25 dataset).

Last column: Mulliken charge in e.
Geometry (Å):
C1 0.079 -0.345 0.783  0.18
N1 1.055 -0.962 1.508  -0.40
N2 -0.065 -0.453 -0.480  -0.50
O1 0.113 1.940 -1.260  -0.55
O2 -2.009 1.247 -0.236  -0.56
O3 -1.444 0.473 -2.471  -0.51
S1 -1.069 1.090 -1.281  1.17
H1 -0.775 0.158 1.285  0.40
H2 1.310 -0.933 2.464  0.24
H3 1.865 -1.142 0.877  0.20
H4 0.941 -1.072 -1.190  0.32

Calculated total energy: -773.8506 Eh
Charge: 0
Frontier orbital gap: 10.31 eV
HOMO energy: -10.42 eV
LUMO energy: -0.11 eV
ΔE to the lowest compared entry with this formula, charge and spin: 197.7 kJ/mol
Strongest force on any atom: 5.6 eV/A